# 1
DFT (wB97M-V/def2-TZVPD) results for a cluster of 3 separate species, C6H12Cl6 in total in a non-equilibrium geometry.

```
! wB97M-V def2-TZVPD RIJCOSX def2/J DEFGRID3
* xyz -1 2
Cl 2.468 1.094 -0.446
Cl -1.676 2.759 -0.962
Cl -2.057 -0.731 -2.526
Cl -2.691 -3.922 0.147
Cl 0.783 3.730 2.349
Cl 1.312 -1.796 -0.392
C -2.508 -3.218 -1.469
C 3.237 -0.195 0.620
C 2.897 -1.628 0.384
C -2.437 -1.743 -1.103
C -0.447 4.022 1.119
C -0.722 2.624 0.540
H -1.233 2.227 1.417
H 0.171 4.544 0.388
H -1.264 4.652 1.468
H -1.653 -1.510 -0.382
H -3.347 -3.609 -2.046
H 3.589 -1.981 -0.381
H 0.095 1.948 0.289
H -3.374 -1.355 -0.705
H 4.323 -0.193 0.536
H 3.047 -2.207 1.295
H 3.016 0.046 1.660
H -1.529 -3.561 -1.803
*
```

LUMO (alpha / beta), eV: 2.8 / 2.8
HOMO-LUMO gap (alpha / beta), eV: 1.98 / 9.64
E_tot, Ha: -2996.90207
Highest occupied orbital energy (alpha / beta), eV: 0.85 / -6.85

***

# 2
DFT (wB97M-V/def2-TZVPD) results for the ion C7H6NO4S with charge +1 in a non-equilibrium geometry.

```
! wB97M-V def2-TZVPD RIJCOSX def2/J DEFGRID3
* xyz 1 1
S -1.507 1.260 -0.085
O -1.589 2.564 0.452
O -2.923 -2.144 0.064
O -0.800 -1.654 -0.087
O -1.747 0.979 -1.458
N 0.299 -0.878 -0.124
C 1.358 1.367 -0.034
C 0.203 0.681 0.095
C 2.615 -0.631 -0.542
C -2.121 -1.316 0.295
C -2.325 0.007 0.955
C 1.460 -1.408 -0.418
C 2.578 0.727 -0.331
H 1.304 2.441 0.081
H 3.465 1.330 -0.433
H 3.535 -1.127 -0.817
H -1.884 0.068 1.949
H 1.474 -2.479 -0.579
H -3.394 0.215 1.017
*
```

LUMO, eV: -5.7
HOMO-LUMO gap, eV: 9.56
E_tot, Ha: -1023.86377
Highest occupied orbital energy, eV: -15.24
SMILES: O=C1CS(=O)(=O)c2cccc[n+]2O1

***

# 3
DFT (wB97M-V/def2-TZVPD) results for a structure of composition C22H44GaP in a non-equilibrium geometry.

```
! wB97M-V def2-TZVPD RIJCOSX def2/J DEFGRID3
* xyz 2 1
Ga -0.577 0.534 -0.418
P 0.784 -1.433 -0.238
C 1.367 3.647 0.316
C -1.825 2.197 1.633
C -1.887 0.595 -3.058
C 2.317 -1.381 0.791
C 0.428 2.006 2.082
C -1.742 3.947 -0.270
C 1.695 1.728 2.798
C -0.098 -4.093 0.269
C -0.459 -2.613 0.444
C 2.137 -3.104 -2.106
C 0.281 2.864 0.956
C -1.118 2.995 0.684
C -2.742 1.050 -4.250
C 1.171 -1.918 -1.975
C -2.692 -0.033 -1.940
C -3.300 2.131 1.764
C 2.914 -2.748 1.150
C -1.174 0.874 3.759
C -0.871 1.604 2.507
C 3.377 -0.462 0.168
C -0.820 -2.277 1.896
C 1.657 -0.736 -2.827
H -0.912 -4.694 0.694
H -2.200 0.484 3.762
H -3.792 2.050 0.783
H -1.017 4.320 -1.003
H 1.000 0.143 -2.769
H -1.556 -3.011 2.258
H -3.410 0.664 -1.490
H 1.966 -0.909 1.727
H -0.001 -4.375 -0.786
H -3.688 3.041 2.253
H -3.502 1.768 -3.935
H -0.483 0.035 3.923
H 3.820 -0.902 -0.739
H -3.615 1.276 2.374
H -1.082 1.545 4.629
H 2.284 3.053 0.193
H -1.277 -1.283 1.992
H 1.068 4.022 -0.670
H 1.622 4.522 0.937
H -1.128 -0.117 -3.409
H 1.677 0.748 3.296
H -1.348 -2.417 -0.181
H 1.876 2.486 3.579
H 3.198 -3.325 0.261
H 0.186 -2.241 -2.357
H -3.245 0.199 -4.720
H 0.055 -2.323 2.562
H 2.102 -3.447 -3.150
H -2.141 4.822 0.271
H 2.675 -0.430 -2.551
H 3.175 -2.815 -1.894
H -2.579 3.490 -0.817
H 2.559 1.747 2.119
H -1.332 1.476 -2.694
H 4.193 -0.326 0.894
H -2.113 1.530 -5.003
H 3.829 -2.581 1.734
H 1.863 -3.962 -1.479
H 1.676 -1.061 -3.879
H -3.259 -0.907 -2.318
H 0.821 -4.364 0.803
H 2.244 -3.353 1.773
H -2.016 -0.481 -1.033
H 2.983 0.536 -0.074
*
```

LUMO (alpha / beta), eV: -8.6 / -8.2
HOMO-LUMO gap (alpha / beta), eV: 5.48 / 5.82
E_tot, Ha: -3130.16397
Highest occupied orbital energy (alpha / beta), eV: -14.03 / -13.98

***

# 4
DFT (wB97M-V/def2-TZVPD) results for a cluster of 2 separate species, C6H10O in total.

```
! wB97M-V def2-TZVPD RIJCOSX def2/J DEFGRID3
* xyz 0 1
O 1.025 0.446 1.828
C -0.774 -0.839 -0.995
C -1.866 -0.126 0.641
C -1.413 0.505 -0.714
C 2.204 0.802 -0.229
C -1.157 -1.374 0.168
C 1.628 -0.022 0.891
H -2.228 0.799 -1.384
H 3.288 0.890 -0.089
H -0.718 1.346 -0.611
H 1.814 -1.113 0.826
H 2.036 0.317 -1.196
H -1.007 -2.345 0.634
H -2.950 -0.216 0.764
H -1.435 0.346 1.531
H 1.762 1.801 -0.220
H -0.210 -1.216 -1.844
*
```

LUMO, eV: 1.1
HOMO-LUMO gap, eV: 10.55
E_tot, Ha: -309.77903
Highest occupied orbital energy, eV: -9.47
SMILES: C1=CCC1.CC=O